DFT (ωB97M-V/def2-TZVPD) results for a 2-piece molecular cluster, C2Cl2F2N2 overall at a distorted geometry.

CARTESIAN COORDINATES (ANGSTROEM)
Cl1 1.061 -1.685 1.119
Cl2 1.298 -1.266 -1.730
F1 2.015 1.459 -0.789
F2 -2.373 0.853 1.456
N1 1.920 0.506 0.207
N2 -0.487 0.421 -0.447
C1 1.421 -0.700 -0.184
C2 -1.307 0.609 0.483

As for the SMILES: FN=C(Cl)Cl.N#CF. The value obtained for the largest force on an atom is 10.901 eV Å⁻¹. The value obtained for the highest occupied orbital energy is -10.02 eV. Its charge is 0. The energy above the lowest of the compared OMol25 structures with the same formula, charge and spin comes out at 1.054 eV. As for the gap between HOMO and LUMO: 9.32 eV.

---

DFT (ωB97M-V/def2-TZVPD) results for a 2-piece molecular cluster, CH3Cl3Si overall at a distorted geometry.

CARTESIAN COORDINATES (ANGSTROEM)
Cl1 2.088 -0.477 1.627
Cl2 -1.791 -2.233 -0.521
Cl3 2.343 0.393 -1.515
Si1 1.193 0.426 0.099
C1 -0.637 0.503 0.080
H1 -1.035 1.208 -0.646
H2 -1.039 0.751 1.061
H3 -1.121 -0.571 -0.185

The value obtained for the largest force on an atom is 2.184 eV Å⁻¹. The value obtained for the highest occupied orbital energy is -8.47 eV. Its charge is 0. The energy above the lowest of the compared OMol25 structures with the same formula, charge and spin comes out at 4.310 eV. As for the gap between HOMO and LUMO: 6.01 eV.

---

DFT (ωB97M-V/def2-TZVPD) results for C34H29BeN7P2SSe2 as an isolated structure.

CARTESIAN COORDINATES (ANGSTROEM)
Se1 -1.594 -3.422 -2.589
Se2 1.773 2.973 -0.589
S1 3.155 0.992 -3.095
P1 0.061 1.680 -0.657
P2 -1.645 -2.262 -0.847
N1 5.594 1.276 -4.062
N2 4.743 0.648 -0.773
N3 2.038 -1.601 -0.501
N4 5.516 0.768 -1.858
N5 1.855 -0.312 -0.645
N6 0.884 -2.202 -0.489
N7 3.268 0.841 1.277
C1 6.687 -0.330 0.339
C2 -0.115 -1.295 -0.630
C3 -2.710 -3.729 2.840
C4 -2.441 2.674 -4.363
C5 -0.545 1.637 -3.321
C6 -0.937 -4.375 0.802
C7 -1.911 -4.856 2.946
C8 -0.879 1.959 0.879
C9 4.634 -0.573 2.624
C10 -3.186 -1.297 -0.804
C11 -2.903 3.086 -3.122
C12 -5.658 -0.030 -0.882
C13 -1.738 -3.238 0.694
C14 -1.256 3.267 1.183
C15 2.509 0.173 3.429
C16 -3.265 0.082 -0.728
C17 4.849 1.013 -2.971
C18 2.368 0.878 2.247
C19 3.667 -0.573 3.610
C20 4.392 0.137 1.450
C21 -1.120 0.937 1.793
C22 -2.185 2.787 -1.976
C23 -1.264 1.946 -4.463
C24 -4.499 0.717 -0.764
C25 0.515 -0.048 -0.718
C26 -1.001 2.064 -2.077
C27 -1.019 -5.174 1.930
C28 -4.357 -2.047 -0.931
C29 -2.111 2.524 3.301
C30 -1.730 1.224 3.004
C31 -2.626 -2.916 1.718
C32 5.282 0.166 0.301
C33 -1.882 3.543 2.387
C34 -5.586 -1.416 -0.964
Be1 3.006 0.953 -0.745
H1 1.735 0.209 4.182
H2 -2.576 2.747 4.253
H3 -2.365 0.660 -0.640
H4 -3.248 -2.033 1.645
H5 -0.903 1.612 -5.426
H6 -0.262 -4.612 -0.007
H7 -3.410 -3.485 3.630
H8 5.554 -1.127 2.745
H9 -6.621 0.464 -0.926
H10 -0.391 -6.052 2.011
H11 6.595 1.210 -3.998
H12 -2.552 3.108 -1.010
H13 -4.558 1.797 -0.701
H14 -4.289 -3.125 -1.012
H15 5.146 1.316 -4.957
H16 7.111 -0.244 1.338
H17 -1.906 0.427 3.716
H18 1.509 1.513 2.072
H19 -2.179 4.557 2.619
H20 -3.833 3.634 -3.047
H21 7.284 0.243 -0.366
H22 6.719 -1.377 0.029
H23 -1.037 4.064 0.483
H24 -3.001 2.920 -5.256
H25 -6.491 -2.002 -1.063
H26 0.362 1.055 -3.396
H27 3.813 -1.145 4.517
H28 -1.994 -5.498 3.814
H29 -0.840 -0.084 1.561

The value obtained for the largest force on an atom is 0.995 eV Å⁻¹. The value obtained for the highest occupied orbital energy is -7.47 eV. Its charge is 0. The energy above the lowest of the compared OMol25 structures with the same formula, charge and spin comes out at 0.731 eV. As for the gap between HOMO and LUMO: 7.21 eV.